{"formula": "C25H33HfO2Se", "method": "ωB97M-V/def2-TZVPD", "total_charge": 1, "e_above_lowest_kcal_mol": 44.5, "e_homo_ev": -10.38, "symbols": ["C", "H", "C", "H", "C", "H", "C", "C", "O", "H", "C", "H", "H", "C", "C", "H", "C", "H", "C", "H", "O", "H", "C", "C", "C", "H", "H", "C", "C", "H", "H", "C", "H", "H", "C", "H", "H", "H", "H", "H", "C", "H", "H", "H", "C", "H", "C", "C", "H", "H", "H", "C", "H", "H", "C", "H", "H", "Hf", "H", "C", "Se", "C"], "xyz": [[-1.86137, -1.78981, -1.80952], [-2.84496, 0.20138, -2.10703], [2.93800, 0.02085, -0.83550], [0.89389, -1.50174, -6.61844], [-1.22640, -2.34136, -0.64037], [1.09269, 1.33831, -5.17548], [2.87623, -2.55917, 3.11776], [2.80046, -2.80684, 1.75039], [0.00892, -2.35878, -3.63458], [-0.27248, -3.35462, 3.99749], [1.41584, -3.22260, -5.48445], [-1.66274, 0.88973, -5.18701], [-2.25388, 2.57491, -1.77387], [1.09297, 0.62066, 0.43524], [0.96636, 1.24532, -0.85170], [-2.43726, 4.12749, -2.62648], [0.59441, -3.18903, 3.36397], [-2.27024, 2.44610, -5.68070], [-2.09384, -0.40691, -1.56055], [3.81992, -2.24207, 3.54541], [-0.06604, 1.59186, -3.52803], [3.92093, -0.33678, -1.13679], [0.18788, 3.50336, -4.57114], [2.15886, 0.93465, -1.59385], [-2.07513, 1.85545, -4.77942], [-0.83592, -1.38307, 1.37462], [0.30524, 2.08711, -1.05173], [-1.53813, -0.07394, -0.30987], [0.95084, 2.16879, -4.42426], [-1.05647, -3.37278, -0.43665], [0.43190, 4.08820, -5.54315], [-1.12118, 2.58178, -3.79888], [-2.26909, -2.34345, -2.64950], [0.51504, 0.90501, 1.31989], [-1.73387, 3.25784, -2.47946], [1.97159, -2.79624, -3.39577], [-2.96562, 1.48280, -4.36384], [2.75339, -0.54587, 1.31239], [0.29404, 4.23132, -3.76930], [-0.40074, -3.89027, 1.56912], [2.32183, -0.08899, 0.44043], [2.00365, 2.32792, -4.09089], [1.82335, -2.50117, 5.02039], [1.12754, -4.23558, -3.60268], [0.35906, -2.31386, -6.08257], [1.34200, -4.23841, -5.89208], [-0.34436, -1.66313, -4.91195], [1.59445, -3.19689, 1.14278], [0.00556, -0.65451, -4.86779], [-1.02136, 3.82409, -1.86299], [-1.41329, -1.57090, -5.08156], [1.77599, -2.74215, 3.96330], [2.55819, 1.49183, -2.43289], [2.43215, -2.85395, -5.65700], [0.51015, -3.46235, 1.99557], [3.66481, -2.63055, 1.09787], [-1.61121, 0.90176, 0.17801], [0.35144, -1.10218, -1.58337], [-0.30432, -2.79124, -6.76874], [-1.05130, -1.25310, 0.31396], [1.53760, -3.12010, -0.79082], [1.17131, -3.21404, -3.99044]], "forces_ev_per_angstrom": [[-1.106, -0.355, 1.238], [1.328, -0.211, -0.006], [-0.411, 1.043, 0.073], [-0.568, -0.506, -0.009], [-2.714, 0.775, 1.161], [-0.536, 1.631, -0.426], [0.087, -0.397, 0.381], [-0.146, -0.012, -0.488], [0.642, 0.025, -1.626], [0.021, -0.078, -0.177], [0.333, -0.390, 0.111], [0.384, 1.125, 0.503], [0.349, 0.013, -0.781], [1.264, 0.493, -0.668], [0.511, 0.142, 0.391], [0.243, -1.224, -0.786], [0.084, -0.279, 0.339], [-0.311, 0.117, 0.407], [-0.724, -0.163, 0.005], [0.018, 0.023, -0.077], [0.861, 0.707, 0.937], [-0.379, -0.103, 0.179], [-1.248, -0.916, -0.448], [-0.076, -0.643, 0.316], [1.185, -0.145, -1.044], [0.573, 0.180, -0.605], [0.116, -0.548, -0.147], [-1.087, -0.297, 0.406], [0.063, -0.418, 0.641], [-0.124, -0.233, -0.061], [-1.583, -1.159, 1.221], [1.211, 0.554, -1.476], [0.362, 0.069, 0.232], [0.051, -0.570, -0.468], [-0.164, 0.696, -0.495], [0.689, 0.278, -0.326], [-1.526, 0.176, 0.837], [-0.161, -0.217, -0.119], [1.086, -0.301, 0.145], [0.156, 0.280, 0.307], [-0.606, 0.185, -0.415], [-0.853, -0.261, 0.669], [0.011, -0.138, -0.167], [-1.001, 0.219, 0.152], [1.054, 1.177, -0.065], [0.086, 0.278, 0.196], [-0.254, 0.267, 0.102], [0.273, 0.474, 1.095], [0.309, 0.744, 0.608], [0.640, -0.701, -0.338], [-0.263, -0.535, 0.599], [-0.155, 0.163, -1.279], [-0.425, -0.459, -0.140], [-0.246, -0.109, -0.213], [0.107, -0.011, -0.611], [-0.284, -0.066, 0.424], [0.199, -0.431, -0.371], [2.370, 4.407, -0.293], [-0.420, -0.463, -0.300], [-1.331, -1.079, -0.845], [1.503, -2.414, 0.607], [0.533, -0.414, 0.987]], "lowdin_charge": [-0.187, 0.133, -0.156, 0.130, -0.293, 0.121, -0.083, -0.169, -0.279, 0.108, -0.134, 0.078, 0.065, -0.162, -0.245, 0.099, -0.079, 0.090, -0.119, 0.110, -0.232, 0.112, -0.007, -0.176, -0.017, 0.124, 0.092, -0.172, -0.181, 0.069, 0.131, -0.362, 0.127, 0.128, -0.020, 0.048, 0.048, 0.086, 0.082, 0.105, -0.131, 0.097, 0.109, 0.117, -0.137, 0.127, -0.139, -0.543, 0.073, 0.068, 0.127, -0.062, 0.085, 0.125, -0.129, 0.107, 0.130, 1.426, 0.112, -0.175, 0.804, -0.204]}


{"formula": "C2H8NO4", "method": "ωB97M-V/def2-TZVPD", "total_charge": -1, "e_above_lowest_kcal_mol": 21.0, "e_homo_ev": -5.19, "symbols": ["H", "H", "C", "H", "H", "C", "O", "H", "H", "H", "H", "O", "N", "O", "O"], "xyz": [[0.11430, 1.83788, 1.27252], [-0.72543, 2.05917, 2.51093], [-0.03619, -1.16811, -0.49095], [0.75871, -1.54232, 0.28798], [2.44286, 0.98671, -0.19002], [-0.80459, 0.01288, -0.03806], [-2.02592, -0.07206, 0.09917], [0.71446, -1.00935, -1.29976], [1.07779, 1.47005, -0.80993], [-1.02025, -2.52922, -1.71241], [-1.76968, -2.26486, -0.30956], [0.22203, 2.02506, 2.33006], [-0.85374, -2.32186, -0.74510], [2.07907, 1.37412, -0.99020], [-0.17343, 1.14189, 0.08533]], "forces_ev_per_angstrom": [[0.366, -0.065, 2.331], [0.131, 0.022, 0.364], [2.950, -2.280, 0.833], [-1.474, 1.227, -0.538], [-0.332, 0.085, 0.074], [-0.654, 2.732, -0.239], [0.017, -0.589, 0.337], [-1.071, 0.471, 0.084], [1.473, -0.590, 0.393], [0.092, 0.265, -0.364], [0.299, 0.459, 0.067], [-0.461, 0.233, -1.493], [-0.516, -1.292, -0.182], [-0.287, 0.421, -0.709], [-0.533, -1.098, -0.958]], "lowdin_charge": [-0.001, -0.009, -0.232, 0.137, 0.009, -0.624, 0.003, 0.117, 0.007, 0.045, 0.056, -0.196, -0.032, -0.147, -0.134]}


{"formula": "C7H9N3O", "method": "ωB97M-V/def2-TZVPD", "e_above_lowest_kcal_mol": 201.3, "e_homo_ev": [-6.81, -6.80], "symbols": ["H", "H", "H", "C", "O", "H", "H", "H", "H", "C", "C", "H", "H", "N", "C", "N", "N", "C", "C", "C"], "xyz": [[-0.89398, -0.36613, 1.29357], [-1.35873, 0.86970, -1.54237], [-2.90381, 0.81409, 1.19203], [-2.87814, 1.00157, 0.09793], [3.56529, 2.46093, -0.04368], [4.08534, -2.58702, -0.79738], [-2.93656, 2.14852, -0.13888], [1.10285, -0.22824, -0.92473], [-3.73717, 0.37094, -0.28583], [3.79316, -1.67833, -0.30493], [-0.65954, -0.07147, 0.32031], [1.07116, -1.84803, 1.71702], [5.23537, 1.21703, 0.39232], [4.80402, -0.72507, -0.17379], [1.37839, -1.39018, 0.71772], [3.31390, 1.23327, -0.10286], [4.45418, 0.53736, 0.20698], [0.67294, -0.56415, -0.07848], [-1.56332, 0.61684, -0.48788], [2.57700, -1.64313, 0.24739]], "forces_ev_per_angstrom": [[-0.848, -0.135, 1.475], [0.094, -0.173, 0.699], [0.225, 0.426, -0.622], [-0.519, 1.188, -0.204], [-0.963, -1.715, 0.049], [0.391, -0.266, -0.154], [-0.738, -2.107, 0.572], [1.302, 0.989, -2.855], [0.828, 1.152, -0.131], [1.040, 2.039, 1.066], [0.469, 0.858, -3.572], [-0.076, 0.919, -1.415], [-0.753, -1.082, -0.339], [-1.389, -1.495, -0.775], [-1.009, -1.164, 2.125], [2.389, 0.885, 0.353], [-0.809, 1.334, 0.021], [-4.523, 0.851, 2.639], [1.616, -1.803, 1.733], [3.275, -0.702, -0.668]], "lowdin_charge": [0.082, 0.118, 0.075, -0.122, -0.133, 0.100, 0.116, 0.079, 0.094, -0.177, -0.065, 0.148, 0.150, -0.013, -0.138, -0.072, -0.101, -0.045, -0.114, 0.019]}